{
  "formula": "C3H41O18",
  "method": "ωB97M-V/def2-TZVPD",
  "spin_multiplicity": 1,
  "lumo_energy_ev": 2.3453,
  "homo_lumo_gap_ha": 0.3031,
  "molar_mass_g_mol": 365.34,
  "charge": -1,
  "species": ["C", "C", "C", "O", "H", "H", "H", "H", "H", "H", "H", "O", "H", "H", "O", "H", "H", "O", "H", "H", "O", "H", "H", "O", "H", "H", "O", "H", "H", "O", "H", "H", "O", "H", "H", "O", "H", "H", "O", "H", "H", "O", "H", "H", "O", "H", "H", "O", "H", "H", "O", "H", "H", "O", "H", "H", "O", "H", "H", "O", "H", "H"],
  "coordinates": [[-0.027, 0.419, -0.627], [0.650, 1.085, 0.601], [-0.261, 1.340, 1.768], [1.620, 0.093, 0.870], [0.778, 0.043, -1.337], [-0.780, 0.970, -1.206], [-0.565, -0.466, -0.211], [1.093, 2.021, 0.219], [-0.795, 2.305, 1.708], [0.301, 1.294, 2.624], [-1.123, 0.633, 1.769], [0.045, -2.504, -1.275], [0.000, -1.606, -1.570], [0.873, -2.655, -0.805], [-3.380, 1.413, 3.253], [-3.581, 1.539, 2.351], [-3.148, 0.520, 3.340], [0.337, -0.712, -4.172], [0.827, 0.121, -4.104], [0.598, -1.163, -5.033], [-3.072, 0.317, 0.325], [-2.235, 0.485, 0.771], [-3.189, 0.827, -0.472], [-0.051, -0.823, 4.655], [-0.884, -0.372, 4.898], [0.575, -0.179, 4.295], [-2.035, -1.101, -2.733], [-1.223, -0.943, -3.172], [-2.010, -2.035, -2.595], [2.586, -1.357, -2.631], [2.563, -0.563, -2.130], [1.863, -1.118, -3.246], [-2.591, -1.069, 3.237], [-2.579, -1.838, 3.823], [-2.201, -1.359, 2.439], [2.493, 0.526, 3.795], [3.092, 1.237, 3.883], [2.030, 0.699, 2.976], [2.551, -2.423, 0.440], [2.219, -1.530, 0.590], [2.630, -2.809, 1.322], [-3.411, 1.328, -2.781], [-2.984, 0.443, -2.623], [-4.333, 1.211, -2.763], [0.261, -1.754, 2.098], [0.226, -1.573, 3.001], [0.551, -0.939, 1.743], [3.200, 0.810, -1.241], [2.722, 0.757, -0.417], [3.923, 1.424, -1.151], [-2.225, -2.202, 0.210], [-2.762, -1.449, 0.024], [-1.447, -2.218, -0.388], [3.999, 0.922, 1.608], [3.146, 0.630, 1.298], [4.197, 0.461, 2.407], [-0.843, 2.486, -3.383], [-1.514, 1.849, -3.168], [-1.316, 3.309, -3.289], [1.682, 1.537, -3.575], [1.008, 2.238, -3.609], [1.936, 1.442, -2.645]],
  "forces_ev_per_a": [[-0.589, -0.486, -0.153], [0.545, -1.411, -2.491], [-2.742, 0.596, -2.478], [0.404, 1.773, 1.037], [-1.045, 0.700, 0.948], [0.224, 0.326, 0.162], [0.558, 0.648, -0.355], [0.175, 0.164, 0.457], [0.523, -0.050, 0.064], [0.841, -0.080, 2.353], [1.246, -0.009, 0.777], [-0.892, -1.378, -0.308], [0.704, 0.522, -0.156], [0.510, 0.298, 0.217], [-0.382, 2.750, 1.463], [-0.420, 0.095, -1.581], [0.529, -2.337, 0.146], [-0.207, -1.563, -1.914], [0.385, 0.866, -0.079], [-0.509, 1.028, 1.753], [-1.171, -0.224, 0.670], [-0.031, 0.319, -0.716], [0.537, 0.540, -0.306], [-0.436, 0.101, 0.741], [0.834, -0.106, -0.585], [-0.079, 0.208, 0.498], [-1.519, 0.653, 0.526], [1.722, 0.545, -1.232], [-0.282, -1.072, 0.505], [-0.950, -0.792, -1.533], [1.043, 0.946, 1.237], [0.476, -1.031, 0.169], [-0.977, -0.108, 1.936], [0.061, 0.218, -0.302], [1.055, -0.876, -1.833], [-1.151, -1.275, 0.995], [0.871, 1.293, 0.170], [0.068, -0.208, -0.980], [0.521, -0.897, -0.146], [-0.256, 0.520, 0.103], [-0.315, 0.181, -0.241], [2.324, -0.325, 0.488], [-0.656, 0.318, -0.341], [-1.721, -0.391, -0.030], [-0.932, -2.376, -1.171], [-0.410, 0.039, 2.575], [1.164, 1.382, -1.312], [0.060, 0.608, -1.384], [-0.508, -0.447, 1.245], [0.310, 0.123, 0.270], [0.381, -1.418, 0.343], [-0.399, 0.902, -0.399], [-0.222, -0.207, 0.518], [2.129, 1.647, -0.460], [-1.523, -0.884, -0.069], [-0.012, -0.703, 0.452], [0.496, 0.601, -0.246], [-0.536, -0.607, 0.062], [-0.136, 0.454, 0.008], [-0.055, 0.328, -0.421], [0.023, -0.441, 0.201], [0.345, 0.013, 0.132]]
}